Here is a structure of composition C34H50MoN8O14P2S in a non-equilibrium geometry from OMol25. Energies are from ωB97M-V/def2-TZVPD.

- Largest force on an atom: 2.33 eV/A
- Total charge: 0
- Spin multiplicity: 3
- Kohn-Sham gap (alpha / beta): 7.2 / 7.6 eV
- Energy: -107932.641 eV
- LUMO (alpha / beta): -0.34 / -0.99 eV

Structure (XYZ):
```
110
C34H50MoN8O14P2S | OMol25 | ωB97M-V/def2-TZVPD
Mo 0.43173 -0.39901 0.24393
O 5.26595 3.26756 -0.67480
C 4.28240 2.41587 -0.34353
C 4.35627 1.04715 -0.60387
C 3.27251 0.25905 -0.29998
N 2.15360 0.74999 0.24734
C 2.13665 2.04248 0.60766
C 3.16364 2.90816 0.32465
C 0.87181 2.35478 1.31319
O 0.61936 3.39183 1.89096
O 0.08340 1.30848 1.30882
C 3.17579 -1.23295 -0.43301
O 4.13063 -1.94269 -0.64931
O 1.96930 -1.61630 -0.15475
H 5.96018 2.79956 -1.15276
H 5.22975 0.58488 -1.04575
H 3.09615 3.94852 0.60688
C -1.38710 -0.44143 4.51960
C -1.46123 0.90265 3.80865
C -1.73150 2.05960 4.75482
O -2.54139 0.85579 2.85164
P -2.57423 0.92946 1.26967
O -1.74037 -0.14796 0.61672
C -2.62923 2.68374 0.74163
P -1.97228 3.14386 -0.91435
O -0.53453 3.37068 -1.05461
O -2.87742 4.42442 -1.25604
C -2.87475 5.63252 -0.46143
C -3.77229 6.61839 -1.18958
C -1.47662 6.19273 -0.25087
O -2.48167 2.06579 -1.92999
C -3.84962 1.88479 -2.38096
C -4.05814 2.72456 -3.63179
C -4.02183 0.40615 -2.67075
O -4.11746 0.66583 1.03701
C -4.87671 -0.37668 1.70666
C -5.70894 -1.09419 0.66097
C -5.72927 0.27938 2.77973
H -0.41290 -0.54878 4.99706
H -1.51314 -1.24205 3.79169
H -2.16766 -0.52297 5.27750
H -0.52935 1.07761 3.28191
H -2.71221 1.94443 5.21811
H -1.70001 3.00318 4.21041
H -0.97062 2.08268 5.53478
H -2.10977 3.28126 1.49088
H -3.68960 2.93227 0.73608
H -3.31861 5.40022 0.51486
H -3.30407 6.93409 -2.12161
H -3.93943 7.49222 -0.56126
H -4.73170 6.15480 -1.41696
H -0.99423 6.34521 -1.21652
H -0.86684 5.50179 0.32507
H -1.54204 7.14052 0.28336
H -4.52584 2.20385 -1.58018
H -3.36835 2.38444 -4.40467
H -3.85773 3.77455 -3.42781
H -5.07987 2.61165 -3.99290
H -3.43458 0.13572 -3.54969
H -5.07068 0.18195 -2.86261
H -3.67188 -0.18933 -1.83116
H -4.17308 -1.07783 2.16264
H -6.34509 -0.38234 0.13360
H -6.33193 -1.85251 1.13420
H -5.04592 -1.57725 -0.04873
H -6.42360 0.98919 2.32907
H -5.09820 0.80988 3.49089
H -6.30027 -0.48199 3.30973
O 0.78236 -2.53483 -2.33431
C -0.13860 -2.84068 -1.61124
N -0.56978 -2.13291 -0.50143
S -1.99743 -2.74748 0.06109
O -1.92365 -2.91116 1.49689
O -3.19553 -2.13673 -0.43989
C -1.91824 -4.27195 -0.86595
C -2.80069 -5.32968 -0.95506
C -2.64929 -6.21398 -2.01561
C -1.65115 -6.03189 -2.96700
C -0.77759 -4.95924 -2.87465
C -0.93664 -4.08104 -1.81736
H -3.59455 -5.45826 -0.23170
H -3.33621 -7.04345 -2.11549
H -1.56682 -6.72158 -3.79580
H -0.01090 -4.76635 -3.61195
N -1.39816 -0.38046 -5.89387
C -0.80326 -0.05892 -4.95271
N -0.10116 0.39120 -3.95892
C 0.04612 0.22159 -2.74162
N 0.28778 0.18918 -1.58886
C 4.02601 -2.04066 2.91235
N 2.71323 -1.44042 3.09296
C 2.74242 -0.00374 3.26197
C 1.58533 -2.09089 2.68063
N 0.58590 -1.45944 2.11832
N 1.56050 -3.42648 2.95767
C 0.71712 -4.32076 2.18826
C 2.01329 -3.95895 4.22761
H 4.56020 -1.53832 2.10049
H 3.93587 -3.08865 2.64590
H 4.61681 -1.95117 3.82737
H 3.23571 0.23357 4.20872
H 1.72989 0.39084 3.28152
H 3.30124 0.48813 2.46311
H -0.25818 -2.03194 2.15027
H -0.27853 -4.44252 2.62323
H 1.20787 -5.29462 2.14276
H 0.61158 -3.93858 1.17482
H 2.58783 -3.21066 4.76536
H 2.63049 -4.84663 4.07345
H 1.15350 -4.24506 4.84289
```